Entry from OMol25: a structure of composition C15H31ClCuP2 at a distorted geometry (ωB97M-V/def2-TZVPD).

Last column: Mulliken spin population.
Positions of all 50 atoms, in Å:
P1 -1.045 -0.902 -1.276  0.03
P2 1.649 -0.842 1.101  0.00
C1 -0.094 -2.332 -0.545  0.07
C2 0.340 -2.146 0.908  -0.01
H1 0.779 -2.489 -1.203  0.00
H2 -0.726 -3.226 -0.623  0.00
H3 -0.509 -1.970 1.587  0.00
H4 0.783 -3.082 1.270  0.00
C3 3.170 -1.705 0.596  0.00
H5 4.021 -1.067 0.887  0.00
H6 3.185 -1.900 -0.488  0.00
H7 3.239 -2.664 1.143  0.00
C4 1.850 -0.661 2.870  0.00
H8 2.637 -1.344 3.225  0.00
H9 0.926 -0.819 3.441  0.00
H10 2.242 0.358 3.078  0.00
C5 -1.166 -0.988 -3.177  0.15
H11 -2.128 -0.552 -3.497  0.00
H12 -1.093 -2.052 -3.460  0.00
H13 -0.367 -0.454 -3.712  0.00
C6 -2.620 -2.045 -1.449  0.01
H14 -2.937 -2.437 -0.477  0.00
H15 -2.373 -2.901 -2.092  0.00
H16 -3.431 -1.469 -1.915  0.00
Cu1 1.676 2.059 2.842  0.00
C7 1.123 0.289 -0.274  -0.01
C8 0.437 0.159 -1.601  -0.01
C9 -0.012 1.543 -2.139  0.03
C10 -1.431 1.969 -1.628  0.03
C11 -2.235 0.763 -1.196  0.56
C12 -1.985 0.036 0.050  0.10
C13 -1.122 0.598 1.128  0.07
C14 0.227 1.146 0.635  0.00
C15 0.330 3.434 2.348  0.00
H17 2.054 0.845 -0.453  0.00
H18 1.080 -0.350 -2.333  0.00
H19 -0.077 1.509 -3.233  -0.01
H20 0.736 2.307 -1.893  0.00
H21 -1.396 2.760 -0.851  0.02
H22 -1.974 2.479 -2.448  0.00
H23 -3.214 0.643 -1.644  -0.02
H24 -2.811 -0.592 0.440  0.00
H25 -0.983 -0.159 1.921  0.00
H26 -1.674 1.399 1.649  0.02
H27 0.137 2.117 0.164  0.00
H28 0.778 1.350 1.575  0.00
H29 0.082 3.856 3.323  0.00
H30 -0.548 3.084 1.805  0.00
H31 0.934 4.118 1.745  0.00
Cl1 3.538 2.327 3.878  0.00

Summary:
- DFT total energy: -3373.23499 a.u.
- HOMO (alpha / beta): -6.37 / -6.37 eV
- HOMO-LUMO gap (alpha / beta): 6.27 / 5.63 eV
- Energy above the lowest of the compared OMol25 structures with the same formula, charge and spin: 159.0 kJ/mol
- Lowest unoccupied orbital energy (alpha / beta): -0.10 / -0.73 eV
- <S²>: 0.7550
- Spin multiplicity: 2

=====

Entry from OMol25: a structure of composition C15H31ClO4P2Pt at a distorted geometry (ωB97M-V/def2-TZVPD).

Last column: Mulliken spin population.
Positions of all 54 atoms, in Å:
P1 0.137 -1.418 1.410  0.32
P2 -0.103 1.737 1.471  0.14
C1 -0.059 -0.570 -0.202  0.04
C2 0.266 0.913 -0.138  -0.02
H1 -1.086 -0.753 -0.550  -0.01
H2 0.604 -1.066 -0.918  0.01
H3 1.323 1.102 -0.371  0.00
H4 -0.317 1.445 -0.889  0.01
C3 -1.764 2.436 1.281  -0.01
H5 -1.950 3.062 2.162  0.00
H6 -2.490 1.613 1.270  0.01
H7 -1.843 3.034 0.367  0.01
C4 1.107 3.048 1.733  0.00
H8 1.095 3.749 0.885  0.00
H9 2.100 2.590 1.845  0.00
H10 0.826 3.561 2.665  0.01
C5 -1.055 -2.780 1.504  0.03
H11 -0.844 -3.365 2.410  -0.01
H12 -0.985 -3.423 0.618  0.01
H13 -2.068 -2.357 1.585  0.00
C6 1.837 -2.072 1.375  0.00
H14 2.564 -1.249 1.445  0.01
H15 2.004 -2.618 0.433  0.02
H16 1.985 -2.759 2.221  -0.01
Pt1 -0.285 0.144 2.919  1.24
C7 0.514 1.653 -3.176  0.06
C8 -0.822 1.722 -3.044  0.07
C9 -1.780 1.014 -3.951  0.04
C10 -1.387 -0.442 -4.351  0.06
C11 -0.690 -1.242 -3.289  0.29
C12 0.645 -1.335 -3.164  0.28
C13 1.620 -0.550 -3.985  0.05
C14 1.224 0.930 -4.282  -0.03
C15 0.080 -2.178 4.663  0.70
H17 1.176 2.225 -2.515  0.00
H18 -1.288 2.424 -2.343  0.01
H19 -1.916 1.595 -4.881  0.00
H20 -2.768 0.978 -3.468  0.00
H21 -2.327 -0.964 -4.592  0.00
H22 -0.803 -0.409 -5.282  0.02
H23 -1.355 -1.848 -2.664  0.01
H24 1.091 -2.111 -2.531  0.02
H25 1.794 -1.055 -4.952  0.05
H26 2.592 -0.546 -3.469  0.02
H27 2.167 1.470 -4.470  0.00
H28 0.656 0.963 -5.223  0.01
H29 0.800 -1.197 5.766  0.02
H30 1.055 -2.367 4.190  0.00
H31 -0.356 -2.833 5.428  0.02
O1 -0.247 1.300 5.179  0.02
Cl1 -0.023 0.684 6.515  0.03
O2 1.251 -0.410 6.271  0.07
O3 -1.142 -0.141 6.950  0.01
O4 -0.759 -1.335 4.140  0.39

Summary:
- DFT total energy: -2152.26615 a.u.
- Charge: +2
- HOMO (alpha / beta): -12.03 / -15.20 eV
- HOMO-LUMO gap (alpha / beta): 5.47 / 4.38 eV
- Energy above the lowest of the compared OMol25 structures with the same formula, charge and spin: 58.3 kJ/mol
- Lowest unoccupied orbital energy (alpha / beta): -6.57 / -10.83 eV
- <S²>: 6.0130
- Spin multiplicity: 5

=====

Entry from OMol25: a structure of composition C15H31F5OP2PdTe at a distorted geometry (ωB97M-V/def2-TZVPD).

Last column: Mulliken spin population.
Positions of all 56 atoms, in Å:
P1 0.361 -2.112 0.438  0.25
P2 -0.278 1.875 1.691  0.00
C1 0.095 -0.393 -0.330  0.04
C2 0.514 0.967 0.286  -0.02
H1 -0.914 -0.375 -0.764  -0.05
H2 0.788 -0.552 -1.163  0.01
H3 1.593 0.953 0.492  -0.01
H4 0.337 1.706 -0.503  0.01
C3 -1.690 2.802 1.124  0.00
H5 -2.347 2.942 1.992  0.00
H6 -2.230 2.227 0.363  0.00
H7 -1.378 3.768 0.730  0.00
C4 1.096 2.894 2.214  0.00
H8 0.943 3.879 1.762  0.00
H9 2.034 2.462 1.851  0.00
H10 1.109 2.964 3.303  0.00
C5 -0.780 -3.363 -0.142  -0.02
H11 -0.886 -4.082 0.683  0.02
H12 -0.356 -3.853 -1.024  0.01
H13 -1.760 -2.924 -0.357  0.00
C6 2.083 -2.553 0.371  0.01
H14 2.706 -1.648 0.384  0.00
H15 2.250 -3.137 -0.544  0.00
H16 2.279 -3.163 1.265  0.02
Pd1 -0.610 -0.989 1.961  1.07
C7 0.512 1.210 -2.790  0.01
C8 -0.821 1.230 -2.580  0.00
C9 -1.832 0.574 -3.467  0.00
C10 -1.458 -0.856 -3.948  0.00
C11 -0.654 -1.656 -2.960  -0.02
C12 0.688 -1.734 -2.952  0.03
C13 1.610 -0.894 -3.801  0.00
C14 1.197 0.598 -3.978  0.00
C15 0.284 -1.955 3.574  0.64
H17 1.198 1.813 -2.173  0.00
H18 -1.264 1.889 -1.824  0.00
H19 -2.029 1.192 -4.362  0.00
H20 -2.784 0.518 -2.912  0.00
H21 -2.410 -1.395 -4.093  0.00
H22 -0.976 -0.809 -4.939  0.00
H23 -1.259 -2.309 -2.317  0.00
H24 1.207 -2.542 -2.408  -0.01
H25 1.712 -1.331 -4.812  0.00
H26 2.620 -0.925 -3.354  0.00
H27 2.140 1.157 -4.115  0.00
H28 0.624 0.726 -4.916  0.00
H29 1.255 -1.469 3.790  -0.01
H30 0.406 -3.011 3.287  -0.02
H31 -0.401 -1.818 4.428  0.01
F1 -0.145 3.405 4.838  0.00
Te1 -0.783 1.617 5.435  0.01
F2 -1.229 -0.104 6.319  0.00
F3 -2.479 2.496 5.997  0.00
F4 1.049 0.956 5.051  0.00
F5 -0.070 2.133 7.093  0.00
O1 -0.868 0.999 2.808  0.00

Summary:
- DFT total energy: -2243.15791 a.u.
- HOMO (alpha / beta): -6.68 / -7.59 eV
- HOMO-LUMO gap (alpha / beta): 6.29 / 4.98 eV
- Energy above the lowest of the compared OMol25 structures with the same formula, charge and spin: 115.1 kJ/mol
- Lowest unoccupied orbital energy (alpha / beta): -0.39 / -2.60 eV
- <S²>: 2.0101
- Spin multiplicity: 3